1.
Molecular formula: C49H63IrN7O2
Method: DFT, ωB97M-V/def2-TZVPD

```
122
C49H63IrN7O2 ωB97M-V/def2-TZVPD
Ir -0.55 -0.34 -0.36
C -0.44 2.30 4.19
C -1.14 2.81 2.92
C -2.22 3.84 3.31
C -0.17 3.42 1.93
C 0.79 4.28 2.43
C 1.76 4.84 1.61
C 1.74 4.59 0.24
C 0.80 3.76 -0.33
C 0.63 3.80 -1.83
C 1.96 3.80 -2.59
C -0.15 5.10 -2.11
C -0.15 3.10 0.51
N -0.95 2.09 0.06
C -2.31 2.19 0.34
O -2.91 3.23 0.28
C -2.98 0.91 0.73
C -4.29 0.91 1.16
C -4.85 -0.28 1.61
C -4.08 -1.42 1.62
C -2.78 -1.34 1.16
N -2.23 -0.20 0.75
C -1.84 -2.50 1.17
O -2.20 -3.57 1.63
N -0.60 -2.21 0.68
C 0.40 -3.11 1.22
C 0.75 -2.94 2.58
C 1.79 -3.71 3.12
C 2.44 -4.66 2.36
C 2.01 -4.89 1.06
C 0.99 -4.15 0.47
C 0.55 -4.64 -0.90
C -0.85 -5.28 -0.86
C 0.74 -3.62 -2.02
C 0.03 -2.01 3.55
C -0.94 -2.80 4.44
C 0.99 -1.23 4.46
H -1.10 1.63 4.73
H 0.49 1.76 3.96
H -0.18 3.12 4.86
H -1.63 1.95 2.47
H -1.75 4.69 3.80
H -2.77 4.20 2.45
H -2.92 3.39 4.01
H 0.80 4.51 3.48
H 2.51 5.50 2.03
H 2.45 5.11 -0.40
H 0.00 2.96 -2.15
H 2.40 4.80 -2.61
H 2.69 3.13 -2.15
H 1.79 3.50 -3.62
H 0.39 5.95 -1.68
H -0.25 5.27 -3.18
H -1.14 5.08 -1.65
H -4.84 1.84 1.14
H -5.88 -0.30 1.95
H -4.44 -2.38 1.96
H 2.06 -3.58 4.15
H 3.23 -5.26 2.79
H 2.44 -5.72 0.50
H 1.22 -5.48 -1.13
H -1.59 -4.66 -0.36
H -1.19 -5.50 -1.87
H -0.81 -6.22 -0.31
H 0.49 -2.61 -1.70
H 1.78 -3.64 -2.38
H 0.12 -3.85 -2.89
H -0.55 -1.28 2.97
H -0.39 -3.54 5.02
H -1.45 -2.13 5.13
H -1.69 -3.33 3.86
H 1.45 -1.88 5.21
H 1.80 -0.74 3.91
H 0.44 -0.47 5.01
N 4.41 -2.80 -0.07
C 4.02 -1.34 -0.07
C 2.92 -1.16 0.96
C 2.49 0.30 1.11
N 1.02 0.37 1.31
C 2.88 1.11 -0.13
C 2.66 0.33 -1.42
N 1.20 0.10 -1.64
C 3.50 -0.96 -1.45
H 4.76 -3.09 0.85
H 5.11 -3.01 -0.77
H 3.57 -3.38 -0.24
H 4.93 -0.79 0.19
H 3.21 -1.57 1.93
H 2.07 -1.73 0.61
H 2.99 0.73 1.98
H 0.78 1.34 1.50
H 0.75 -0.15 2.14
H 3.93 1.41 -0.07
H 2.30 2.03 -0.15
H 3.00 0.94 -2.25
H 1.07 -0.41 -2.51
H 0.83 1.03 -1.85
H 4.34 -0.83 -2.14
H 2.89 -1.78 -1.84
N -3.28 1.55 -2.34
C -2.26 1.87 -3.22
C -2.21 3.12 -3.83
C -1.21 3.42 -4.74
C -0.25 2.48 -5.07
C -0.32 1.23 -4.50
C -1.30 0.90 -3.57
C -1.60 -0.53 -3.24
C -2.11 -1.24 -4.34
C -2.69 -2.49 -4.21
C -2.77 -3.03 -2.94
C -2.21 -2.36 -1.87
C -1.58 -1.12 -1.97
H -4.05 2.21 -2.28
H -3.53 0.58 -2.27
H -2.98 3.85 -3.61
H -1.21 4.39 -5.22
H 0.52 2.72 -5.80
H 0.38 0.45 -4.81
H -2.09 -0.75 -5.31
H -3.09 -3.00 -5.08
H -3.26 -3.99 -2.78
H -2.24 -2.89 -0.93
```

As for the total charge: +2. Its spin multiplicity is 2. The frontier orbital gap (spin up / spin down) is 7.03 / 4.75 eV. As for the expectation value of S²: 0.786.

=====

2.
Molecular formula: C18H52N4O7
Method: DFT, ωB97M-V/def2-TZVPD

```
81
C18H52N4O7 ωB97M-V/def2-TZVPD
C -19.04 0.06 4.20
O -17.90 -0.22 5.10
C -16.99 -1.16 4.59
C -15.60 -0.88 5.17
C -15.09 0.48 4.85
N -14.59 -1.85 4.75
H -19.70 -0.83 4.01
H -18.71 0.52 3.30
H -19.63 0.82 4.75
H -17.35 -2.16 4.81
H -16.93 -1.07 3.50
H -15.71 -1.01 6.23
H -15.76 1.33 4.97
H -14.86 0.58 3.79
H -14.12 0.66 5.34
H -14.49 -1.73 3.75
H -14.86 -2.79 5.01
C -20.12 5.00 -0.26
O -19.85 4.93 1.12
C -20.98 4.93 1.95
C -20.48 4.51 3.31
C -19.45 5.50 3.98
N -19.95 3.18 3.41
H -20.36 6.01 -0.55
H -21.01 4.43 -0.54
H -19.19 4.70 -0.75
H -21.43 5.90 1.95
H -21.67 4.18 1.55
H -21.42 4.52 3.91
H -19.30 5.02 4.92
H -19.77 6.53 4.03
H -18.59 5.45 3.33
H -19.31 2.90 2.69
H -20.72 2.52 3.28
C -24.66 -3.30 2.80
O -24.49 -2.96 1.41
C -24.27 -1.61 1.16
C -24.00 -1.33 -0.27
C -22.75 -1.94 -0.83
N -23.85 0.11 -0.43
H -24.79 -4.40 2.89
H -25.49 -2.76 3.28
H -23.81 -2.98 3.42
H -25.14 -0.98 1.39
H -23.47 -1.16 1.76
H -24.81 -1.73 -0.86
H -22.74 -3.02 -0.83
H -21.88 -1.62 -0.26
H -22.63 -1.53 -1.85
H -23.70 0.17 -1.43
H -24.62 0.69 -0.11
C -24.61 2.26 3.41
O -25.43 1.98 2.31
C -26.42 2.90 1.98
C -27.42 2.25 1.08
C -28.41 3.31 0.56
N -28.16 1.22 1.79
H -24.13 3.26 3.33
H -23.84 1.50 3.57
H -25.24 2.24 4.29
H -26.96 3.38 2.82
H -25.86 3.65 1.43
H -26.87 1.84 0.23
H -28.04 4.14 0.00
H -28.97 3.66 1.43
H -29.16 2.91 -0.14
H -27.56 0.39 1.80
H -28.42 1.50 2.75
O -19.83 1.12 -2.62
C -19.77 1.29 -1.19
C -18.76 0.42 -0.48
O -18.91 0.64 0.90
H -19.29 1.75 -3.12
H -19.53 2.35 -1.01
H -20.77 1.06 -0.86
H -17.73 0.58 -0.78
H -19.04 -0.62 -0.68
H -18.15 1.04 1.36
O -21.66 0.60 2.18
H -22.08 0.68 1.29
H -20.87 0.02 2.12
```

As for the total charge: 0. The frontier orbital gap is 9.52 eV.

=====

3.
Molecular formula: C4H16N2O2
Method: DFT, ωB97M-V/def2-TZVPD

```
24
C4H16N2O2 ωB97M-V/def2-TZVPD
C 2.20 -0.71 1.22
N 2.28 0.19 0.09
C 1.11 0.52 -0.73
C 0.51 -0.55 -1.60
C 0.10 1.15 0.26
N -1.03 1.81 -0.37
H 2.72 -1.67 1.06
H 2.60 -0.21 2.12
H 1.30 -1.14 1.68
H 3.00 -0.13 -0.54
H 1.35 1.46 -1.27
H 1.28 -1.10 -2.12
H -0.03 -0.11 -2.45
H -0.25 -1.21 -1.17
H -0.37 0.29 0.78
H 0.65 1.55 1.13
H -0.80 2.44 -1.13
H -1.61 2.34 0.27
O -1.34 -1.62 1.87
H -1.66 -2.54 1.83
H -1.77 -1.21 1.11
O -2.79 -0.33 -0.87
H -2.04 0.19 -0.52
H -3.23 0.27 -1.49
```

As for the total charge: 0. The frontier orbital gap is 9.50 eV.

=====

4.
Molecular formula: C5H10NO
Method: DFT, ωB97M-V/def2-TZVPD

```
17
C5H10NO ωB97M-V/def2-TZVPD
C -1.02 -1.84 1.74
C -1.35 -0.57 1.80
O -0.33 0.42 1.67
H -1.76 -2.63 1.79
H 0.00 -2.16 1.58
H -2.35 -0.17 1.89
H -0.04 0.66 2.56
C 0.52 0.41 -1.98
C -0.64 -0.19 -2.18
C 1.98 1.45 -0.43
N 0.88 0.86 -0.68
H 1.22 0.64 -2.77
H -1.32 -0.35 -1.35
H -0.93 -0.53 -3.16
H 2.18 1.71 0.60
H 2.67 1.64 -1.24
H 0.29 0.65 0.17
```

As for the total charge: +1. The frontier orbital gap is 9.10 eV.

=====

5.
Molecular formula: C12H38N10O6
Method: DFT, ωB97M-V/def2-TZVPD

```
66
C12H38N10O6 ωB97M-V/def2-TZVPD
C -0.60 -0.11 -0.44
O -0.36 0.90 -1.05
N -1.32 -0.13 0.61
N 0.08 -1.17 -0.63
H -1.77 0.71 0.92
H -1.39 -1.05 1.02
H 0.89 -1.08 -1.23
H 0.02 -1.78 0.18
C -1.01 -3.12 2.33
O -1.09 -2.15 3.02
N -1.96 -4.00 2.17
N 0.01 -3.22 1.58
H -2.72 -4.03 2.82
H -1.92 -4.80 1.56
H -0.02 -3.89 0.83
H 0.90 -2.79 1.78
C 2.42 -0.80 2.77
O 2.62 -2.00 2.60
N 3.30 0.11 2.87
N 1.23 -0.26 2.81
H 4.27 -0.13 2.72
H 2.95 1.05 2.99
H 1.03 0.69 3.09
H 0.45 -0.83 2.55
C -0.41 -5.55 -1.33
O -0.50 -5.22 -0.17
N -1.03 -6.60 -1.75
N 0.22 -4.78 -2.11
H -1.55 -7.20 -1.13
H -0.90 -6.67 -2.75
H 0.48 -5.14 -3.02
H 0.71 -4.04 -1.64
C 3.56 1.07 -1.28
C 2.80 1.07 -2.65
C 3.70 1.24 -3.89
O 4.29 2.56 -3.86
C 4.50 3.08 -5.18
N 1.91 -0.10 -2.82
H 4.17 1.98 -1.22
H 4.33 0.30 -1.21
H 2.98 1.19 -0.37
H 2.24 2.00 -2.60
H 3.06 0.94 -4.71
H 4.47 0.48 -4.02
H 5.40 2.57 -5.55
H 4.96 4.07 -5.18
H 3.63 2.99 -5.83
H 1.25 0.09 -2.07
H 1.30 0.13 -3.59
C -2.14 4.13 1.09
C -3.31 3.15 0.87
C -4.27 2.98 2.09
O -3.56 2.21 3.01
C -4.37 1.77 4.12
N -4.08 3.74 -0.26
H -2.65 4.88 1.70
H -1.68 4.67 0.26
H -1.29 3.82 1.69
H -2.97 2.13 0.73
H -5.23 2.49 1.89
H -4.33 3.95 2.58
H -4.76 2.64 4.64
H -3.82 1.07 4.76
H -5.24 1.22 3.76
H -4.55 4.59 0.04
H -3.35 3.97 -0.91
```

As for the total charge: -1. Its spin multiplicity is 2. The frontier orbital gap (spin up / spin down) is 1.71 / 8.94 eV. As for the expectation value of S²: 0.750.

=====

6.
Molecular formula: CH22O10
Method: DFT, ωB97M-V/def2-TZVPD

```
33
CH22O10 ωB97M-V/def2-TZVPD
O 0.89 -2.29 0.90
H 1.57 -2.54 0.27
H 1.24 -2.28 1.80
H 0.54 -1.42 0.69
C 0.60 0.30 -0.23
O -0.21 -0.62 0.49
H 1.25 -0.25 -0.91
H 0.16 1.17 -0.70
H 1.42 0.72 0.35
O 2.89 0.32 1.34
H 2.98 0.37 2.29
H 1.99 0.58 1.16
O -1.81 -0.86 1.75
H -1.02 -0.82 1.22
H -1.85 -0.01 2.20
O -1.77 2.22 -0.84
H -1.76 1.29 -0.60
H -2.36 2.26 -1.60
O 0.02 -0.49 -2.83
H 0.91 -0.19 -2.99
H 0.12 -1.38 -2.49
O -1.80 -0.07 -1.06
H -0.91 -0.04 -0.72
H -1.74 -0.58 -1.87
O 0.65 0.36 2.48
H 0.82 1.30 2.51
H 0.46 0.18 1.55
O -0.14 3.42 -0.93
H -0.80 2.73 -0.86
H 0.60 3.10 -0.41
O -1.12 -2.44 -0.42
H -0.72 -2.51 -1.28
H -1.14 -1.51 -0.24
```

As for the total charge: 0. The frontier orbital gap is 8.84 eV.

=====

7.
Molecular formula: C17H23N3O3
Method: DFT, ωB97M-V/def2-TZVPD

```
46
C17H23N3O3 ωB97M-V/def2-TZVPD
C 4.62 -0.63 -0.82
C 4.04 -0.81 0.56
C 5.15 -1.25 1.55
C 3.40 0.47 1.13
C 2.30 1.16 0.27
N 1.40 0.16 -0.31
C 0.14 0.43 -0.68
O -0.33 1.56 -0.74
C -0.71 -0.82 -1.01
N 0.18 -1.91 -1.42
C -1.47 -1.24 0.26
C -2.55 -0.26 0.69
C -2.47 0.67 1.66
N -3.65 1.37 1.73
C -4.49 0.90 0.77
C -5.80 1.30 0.44
C -6.44 0.63 -0.57
C -5.79 -0.43 -1.27
C -4.52 -0.81 -0.95
C -3.83 -0.15 0.09
C 2.87 2.13 -0.76
O 4.06 2.39 -0.86
O 1.97 2.71 -1.56
H 5.08 -1.55 -1.21
H 5.33 0.19 -0.88
H 3.88 -0.37 -1.60
H 3.26 -1.57 0.57
H 4.75 -1.41 2.60
H 5.57 -2.25 1.16
H 5.94 -0.53 1.65
H 4.19 1.26 1.32
H 2.93 0.19 2.14
H 1.70 1.78 0.90
H 1.70 -0.78 -0.37
H -1.40 -0.45 -1.82
H 0.49 -1.76 -2.40
H -0.29 -2.79 -1.36
H -0.74 -1.40 1.06
H -1.95 -2.21 0.03
H -1.63 0.89 2.30
H -3.79 2.16 2.36
H -6.31 2.14 0.99
H -7.41 0.93 -0.75
H -6.36 -0.93 -2.10
H -4.05 -1.65 -1.48
H 1.05 2.50 -1.31
```

As for the total charge: 0. The frontier orbital gap is 8.70 eV.

=====

8.
Molecular formula: C3H7OPS
Method: DFT, ωB97M-V/def2-TZVPD

```
13
C3H7OPS ωB97M-V/def2-TZVPD
C 0.61 3.39 0.41
C 0.85 -0.78 1.23
C 0.14 -0.38 -0.02
O 0.38 4.56 0.43
P -1.56 -0.47 -0.16
S 0.72 2.29 -0.91
H 0.94 2.94 1.42
H 0.02 -0.96 1.89
H 1.57 -1.58 0.94
H 1.48 0.13 1.52
H 0.69 -0.47 -0.91
H -2.01 0.23 0.94
H -1.77 0.46 -1.13
```

As for the total charge: 0. The frontier orbital gap (spin up / spin down) is 6.14 / 7.50 eV.

=====

9.
Molecular formula: LiN2O18S3Sr3
Method: DFT, ωB97M-V/def2-TZVPD

```
27
LiN2O18S3Sr3 ωB97M-V/def2-TZVPD
Sr -0.09 -1.97 3.04
Sr -0.72 -0.06 -3.45
Sr -1.65 1.93 1.75
Li -0.23 -3.70 -0.60
N -0.62 -0.67 -0.35
O -1.08 -0.67 0.83
O -0.01 -1.61 -0.87
O -0.91 0.36 -1.00
N -1.21 4.12 -0.67
O -2.03 4.35 0.31
O -0.51 3.09 -0.62
O -1.16 4.92 -1.61
S -0.83 -4.91 1.70
O -1.64 -4.56 2.89
O 0.31 -5.76 1.99
O -1.68 -5.40 0.60
O -0.25 -3.54 1.27
S 1.23 0.96 2.63
O 0.93 1.99 1.61
O -0.20 0.53 2.99
O 2.03 -0.12 2.00
O 2.00 1.54 3.72
S 1.74 1.86 -3.62
O 1.47 1.08 -2.37
O 0.33 1.99 -4.24
O 2.26 3.18 -3.37
O 2.54 1.06 -4.56
```

As for the total charge: -1. The frontier orbital gap is 4.81 eV.

=====

10.
Molecular formula: C6H11Br
Method: DFT, ωB97M-V/def2-TZVPD

```
18
C6H11Br ωB97M-V/def2-TZVPD
C 2.58 1.43 0.81
C 1.60 0.85 1.50
C -0.69 -1.43 0.54
C 0.21 -0.06 -1.44
C -2.17 0.24 -0.68
C -0.86 -0.34 -0.41
Br 1.77 0.18 3.25
H 3.56 1.39 1.16
H 2.39 1.67 -0.22
H -0.47 -0.79 1.37
H 0.15 -2.14 0.34
H -1.62 -2.04 0.82
H 1.09 0.03 -0.84
H 0.12 -1.03 -1.96
H 0.00 0.87 -1.84
H -3.00 -0.10 0.04
H -2.37 1.32 -0.67
H -2.30 -0.05 -1.78
```

As for the total charge: 0. The frontier orbital gap (spin up / spin down) is 10.24 / 5.17 eV.

=====

11.
Molecular formula: C17H22N2O4S
Method: DFT, ωB97M-V/def2-TZVPD

```
46
C17H22N2O4S ωB97M-V/def2-TZVPD
N -0.88 5.19 -6.01
C -0.31 4.22 -6.24
C 0.39 2.99 -6.51
C 0.74 2.27 -5.20
N 1.48 1.06 -5.48
S 2.59 0.56 -4.34
O 3.38 1.70 -3.98
O 3.22 -0.61 -4.89
C 1.58 0.08 -2.94
C 1.31 1.00 -1.95
C 0.47 0.65 -0.90
C -0.08 -0.63 -0.86
C -0.99 -1.06 0.24
O -1.47 -2.16 0.31
O -1.20 -0.08 1.12
C -2.00 -0.37 2.27
C -1.14 -0.47 3.53
C -0.17 -1.65 3.44
C 0.67 -1.75 4.71
C -0.23 -1.90 5.93
C -1.20 -0.73 6.03
C -2.04 -0.62 4.76
C 0.21 -1.55 -1.86
C 1.04 -1.20 -2.91
H -0.24 2.36 -7.13
H 1.31 3.22 -7.06
H -0.17 2.07 -4.62
H 1.41 2.89 -4.60
H 0.96 0.30 -5.88
H 1.77 1.98 -2.01
H 0.25 1.35 -0.12
H -2.54 -1.31 2.09
H -2.71 0.46 2.36
H -0.56 0.46 3.62
H 0.49 -1.52 2.58
H -0.73 -2.57 3.30
H 1.34 -2.61 4.64
H 1.28 -0.85 4.82
H 0.37 -1.96 6.84
H -0.80 -2.83 5.85
H -1.86 -0.85 6.89
H -0.63 0.20 6.16
H -2.64 -1.53 4.65
H -2.72 0.23 4.83
H -0.23 -2.54 -1.80
H 1.30 -1.89 -3.70
```

As for the total charge: 0. The frontier orbital gap is 9.95 eV.